Computed, not measured: a structure of composition C37H94F3O13Zn at a distorted geometry, with the ωB97M-V functional and the def2-TZVPD basis.

The geometry in XYZ format:
```
148
Properties=species:S:1:pos:R:3:forces:R:3:lowdin_charge:R:1
Zn -3.28817 -1.94676 1.59156 2.3209 0.8296 -0.7533 0.854
C -0.35227 -0.58374 0.43482 -3.2177 -0.2770 0.4283 -0.289
O -0.75742 0.81226 0.22743 2.1813 -0.0874 0.3010 -0.126
O -1.51069 -1.17360 0.96437 1.4561 -0.3865 -1.2452 -0.221
C 0.19207 -1.07569 -1.01272 -0.5220 0.2325 -0.8360 -0.506
F 0.77570 -2.29380 -1.10373 -0.4659 -0.1341 1.0682 0.116
F -0.75966 -1.05374 -1.96348 -0.8692 -0.3517 0.5738 0.123
F 1.12176 -0.26615 -1.53980 0.6603 0.9122 0.8679 0.125
C 0.14558 1.79146 0.79166 0.5777 1.1733 0.4822 -0.246
C -0.21596 3.19181 0.36126 -0.7627 -0.0879 -0.5094 -0.067
H 0.46342 3.98548 0.67213 0.2999 -0.4091 0.4002 0.078
H -0.17907 3.21920 -0.72777 -0.5298 0.2223 -0.0628 0.062
H -1.18855 3.43218 0.79066 -0.2655 0.2788 -0.5200 0.085
H 1.20506 1.74746 0.53932 0.0454 -1.2159 -0.2743 0.103
H 0.09753 1.82812 1.87998 -0.1019 -0.7700 0.2680 0.115
H 0.43498 -0.75022 1.17009 0.5885 0.6656 -0.1879 0.146
C -1.90954 -4.25749 4.88849 -0.5160 -0.0125 -0.3196 -0.026
C -1.28761 -3.42880 3.76767 2.3181 -0.8133 1.5903 -0.448
C 0.01222 -4.07382 3.23034 -0.6118 -0.4933 -0.3971 -0.025
O -2.23185 -3.35310 2.74316 -1.2633 0.7487 -0.8692 -0.100
H -2.77695 -3.75142 5.31228 0.1527 0.2835 0.2376 0.079
H -1.23942 -4.58927 5.68156 0.0286 0.1651 -0.1672 0.094
H -2.36858 -5.11861 4.40285 0.2598 -0.4928 0.1322 0.087
H -0.96428 -2.45726 4.14140 -0.7746 0.4033 -0.3508 0.143
H -0.27274 -4.83678 2.50591 -0.0768 -0.3927 0.0462 0.066
H 0.57074 -4.59485 4.00795 0.0842 0.3187 0.0433 0.093
H 0.65105 -3.41898 2.63774 -0.0389 0.3481 0.3598 0.073
H -2.35021 -4.23724 2.38835 0.0713 -0.2067 -0.1978 0.099
C -1.21041 -4.44593 -0.30195 0.2250 -0.4676 -0.8586 -0.045
C -2.48943 -3.83520 -0.89329 0.9748 -1.7546 -0.0840 -0.435
C -3.34855 -4.78210 -1.73481 1.4799 0.9982 -0.8728 -0.012
O -3.31827 -3.63788 0.21055 -1.7869 2.0073 2.6617 -0.101
H -0.48865 -4.50985 -1.11624 0.2762 -0.2540 0.2495 0.083
H -1.36485 -5.43413 0.13129 -0.2991 -0.3918 -0.3594 0.091
H -0.76656 -3.89895 0.52986 -0.2291 0.7111 -0.4464 0.054
H -2.15885 -2.95732 -1.44842 -0.8393 0.5277 0.4201 0.136
H -4.26577 -4.32398 -2.10486 0.0300 0.2760 0.2191 0.088
H -3.60796 -5.63675 -1.11000 0.2947 -0.5242 -0.5309 0.094
H -2.71598 -4.93195 -2.60973 -0.3606 -1.1534 -0.1535 0.102
H -3.86403 -4.42315 0.29479 -0.1889 0.0569 0.0698 0.108
C -6.41056 -0.26394 0.09665 -1.1187 -0.9479 -0.3414 -0.043
C -5.38924 -1.20304 -0.56048 -3.1635 1.2002 -1.2993 -0.465
C -5.34909 -0.90213 -2.07489 0.8140 -0.4159 -0.2071 -0.020
O -4.19535 -0.93462 0.06141 1.7476 -0.4684 0.8137 -0.073
H -6.69536 -0.68688 1.06003 0.0553 0.3409 0.2847 0.077
H -7.31861 -0.27855 -0.50612 -0.1726 0.0453 0.0261 0.088
H -6.11617 0.78203 0.18259 0.4124 -0.1873 -0.0435 0.091
H -5.70839 -2.22922 -0.37828 0.2959 -0.1472 -0.0070 0.135
H -5.39048 0.16551 -2.29059 -0.2207 -0.0052 0.2488 0.066
H -6.09473 -1.42264 -2.67588 -0.3912 0.0955 0.4595 0.092
H -4.41381 -1.22195 -2.53431 0.3256 -0.1457 0.2248 0.084
H -3.77242 -0.28352 -0.50322 1.1903 0.6585 0.0112 0.093
C 2.19703 -5.61307 0.13505 1.1343 -1.1364 -0.7171 -0.058
C 3.72495 -6.01828 0.12452 -1.4206 -0.8269 0.3172 -0.462
C 3.92768 -7.43557 0.80181 -0.1227 1.7727 -0.9937 -0.036
O 4.27922 -6.01385 -1.17089 0.1075 -0.3666 0.0798 -0.036
H 2.04207 -4.78700 -0.55900 -0.0317 0.3982 0.3887 0.057
H 1.88459 -5.41584 1.16051 -0.1106 0.2727 -0.1251 0.058
H 1.60814 -6.43542 -0.27123 -0.1249 -0.1518 0.0950 0.077
H 4.15035 -5.25712 0.77856 0.7804 0.0003 -0.0293 0.115
H 3.50750 -8.27505 0.24788 -0.5828 0.3483 -0.0972 0.076
H 3.40702 -7.23860 1.73894 0.3972 -0.8751 0.3930 0.069
H 4.98144 -7.70629 0.86818 0.0254 0.4310 0.5504 0.074
H 4.02616 -5.23236 -1.66772 -0.0520 0.1866 0.1456 0.084
C 3.70761 1.76130 -1.70791 -1.0212 -0.0394 -0.2590 -0.061
C 4.31294 0.68826 -2.61597 1.2896 0.0792 0.8961 -0.440
C 5.60705 1.36028 -3.06720 0.4156 -0.5407 -0.7091 -0.064
O 4.49098 -0.56193 -1.87124 -0.0699 1.1477 -0.8826 -0.059
H 4.42243 2.18858 -1.00465 0.1710 -0.1072 -0.1831 0.085
H 2.84470 1.45245 -1.11791 -0.0648 -0.3728 -0.0265 0.046
H 3.32857 2.54544 -2.36330 0.0857 0.2889 0.1294 0.085
H 3.76684 0.50539 -3.54141 -0.5866 -0.1037 0.2561 0.113
H 5.22288 2.27034 -3.52795 0.4946 0.4953 0.4067 0.082
H 6.19334 0.93368 -3.88107 -0.3285 -0.7718 -0.0324 0.076
H 6.33454 1.50291 -2.26812 -0.3580 0.4250 0.1993 0.086
H 3.61349 -0.66268 -1.49513 -0.0802 -0.4382 0.2389 0.037
C 5.45689 -0.05189 1.48106 -0.6408 -1.1605 -1.0420 -0.035
C 3.93810 -0.37345 1.74880 2.3543 0.3986 0.7404 -0.446
C 3.75891 -1.52227 2.72881 -0.5737 -0.8239 -0.0261 -0.060
O 3.47252 0.84665 2.32845 -1.1276 -0.1829 0.2267 -0.076
H 6.09794 -0.09574 2.36153 -0.4298 0.0976 0.3487 0.078
H 5.56674 0.92429 1.00872 -0.1975 -0.0288 0.0923 0.070
H 5.87697 -0.78145 0.78869 0.0452 -0.0724 -0.1432 0.072
H 3.35970 -0.62165 0.85888 0.1801 0.4540 -0.2467 0.115
H 2.70677 -1.73667 2.91628 -0.3588 0.5143 0.1748 0.058
H 4.24468 -1.38656 3.69509 0.1647 0.2661 -0.0274 0.087
H 4.06252 -2.50273 2.36189 0.6325 0.1779 -0.3675 0.079
H 3.60967 0.68976 3.26556 -0.1288 0.4350 0.2880 0.078
C -1.29965 2.36674 -3.29357 -0.0857 0.0574 -0.3968 -0.043
C -2.64816 2.39918 -2.61649 0.7188 0.1187 1.4708 -0.447
C -3.85396 2.51476 -3.54851 -0.5389 -0.3989 0.4575 -0.028
O -2.78199 1.26478 -1.72784 -1.3588 -1.1806 -0.6719 -0.085
H -0.45455 2.27958 -2.61070 -0.1951 0.0362 0.2468 0.060
H -1.20833 3.32228 -3.81002 0.2719 -0.1222 -0.3888 0.088
H -1.22183 1.51595 -3.97047 -0.0789 0.1354 -0.2754 0.085
H -2.59607 3.17838 -1.85607 -0.3951 0.9791 -0.5968 0.123
H -4.22141 3.50688 -3.81074 0.6916 0.3189 0.2078 0.081
H -4.70434 2.09312 -3.01261 -0.0486 -0.1926 -0.0201 0.057
H -3.76193 1.98074 -4.49427 0.3076 -0.2141 0.1209 0.085
H -2.11388 1.27560 -1.03856 0.6233 0.1997 0.0401 0.039
C -4.71301 1.22762 3.31312 0.0689 0.1155 -1.2370 -0.013
C -3.28815 0.63707 3.25655 -0.5587 1.3045 1.5452 -0.416
C -2.43234 0.97393 4.45234 1.1675 -0.2106 0.8223 -0.043
O -3.46644 -0.77960 3.38071 -0.1162 -1.1277 -1.3871 -0.090
H -5.26602 0.90127 4.19390 0.3396 0.1403 0.2338 0.092
H -5.29898 0.87145 2.46585 0.1115 -0.4064 -0.1229 0.048
H -4.80888 2.30381 3.16922 0.5096 0.1337 0.5024 0.092
H -2.64159 0.86530 2.40923 -0.6936 -0.2641 -0.6126 0.133
H -1.54018 0.34953 4.40464 0.3130 -0.0169 -0.3723 0.082
H -2.84663 0.64134 5.40410 -0.6687 0.3239 0.1415 0.091
H -2.03873 1.98203 4.58232 -0.5203 0.1585 -0.2932 0.099
H -3.44705 -0.98077 4.31920 -0.0736 -0.4228 0.0546 0.107
C 2.43758 4.41885 3.85493 -0.1677 0.4401 -0.5382 -0.050
C 3.10355 5.14576 2.67090 -0.2763 -0.9068 1.6203 -0.527
C 3.77395 6.30676 3.23864 0.2290 2.6229 0.9435 -0.092
O 4.14780 4.33047 2.23888 0.6522 -0.9477 -1.4510 -0.035
H 2.20690 3.39594 3.55735 -0.2207 -0.1125 0.1784 0.064
H 1.54884 4.93815 4.21350 -0.1012 -0.1222 -0.0459 0.083
H 3.18227 4.44841 4.65034 -0.1472 -0.4045 0.1492 0.081
H 2.37576 5.46856 1.92644 0.0684 -0.4927 -0.5436 0.132
H 4.41917 6.88469 2.57699 -0.0318 -0.2979 -0.2968 0.090
H 4.36430 6.01461 4.10710 0.1323 0.0020 -0.0793 0.087
H 3.01310 7.00261 3.59220 -0.0383 0.2881 0.1776 0.088
H 4.09735 3.46598 2.65324 -0.1449 -0.1673 -0.2389 0.064
C -1.55779 6.36223 -1.17393 0.6174 0.8829 0.4519 -0.043
C -1.21503 7.86356 -1.01456 0.0442 1.5218 -0.0959 -0.469
C -2.42519 8.82886 -0.96444 -0.7542 -1.1633 -0.5649 -0.059
O -0.48916 8.07773 0.18945 0.2785 -1.1622 0.9684 -0.069
H -2.41538 6.10864 -0.55077 -0.0901 -0.1725 -0.2172 0.078
H -0.69267 5.79308 -0.83375 0.0025 0.0385 0.2110 0.057
H -1.66674 6.07572 -2.21995 -0.5031 0.2182 0.0265 0.075
H -0.55941 8.15688 -1.83444 -0.0118 -0.0673 -0.3091 0.127
H -2.93918 8.83179 -1.92564 -0.0751 -0.0331 -0.1639 0.073
H -2.29654 9.87627 -0.69152 0.8050 -0.1749 0.0125 0.075
H -3.13879 8.41979 -0.24923 -0.0721 -0.0045 0.1492 0.072
H 0.07135 8.85710 0.19405 -0.2403 0.0817 -0.4777 0.090
C 3.07633 -1.82284 -5.19618 -0.3886 0.5697 -0.2347 -0.037
C 1.75377 -2.55236 -5.46944 0.5848 -0.2284 -0.2835 -0.510
C 0.57462 -1.70340 -5.25701 -1.3230 1.5095 0.7080 -0.073
O 1.64076 -2.97920 -6.82188 0.4505 -0.1937 -0.1019 -0.043
H 3.89780 -2.27277 -5.75372 0.1494 -0.2705 0.4695 0.083
H 3.27047 -1.66970 -4.13460 0.2468 -0.6840 0.1157 0.061
H 3.04299 -0.79117 -5.54639 -0.3101 0.0671 -0.4678 0.075
H 1.67146 -3.42836 -4.82605 0.1492 -0.2337 0.2048 0.131
H 0.65964 -0.74589 -5.77088 0.2089 0.0186 -0.2429 0.088
H 0.44656 -1.43626 -4.20804 0.0252 -0.1176 0.1565 0.062
H -0.36378 -2.13359 -5.60694 0.1453 -0.3559 0.0341 0.087
H 2.34158 -3.62215 -6.95256 0.0692 -0.1085 -0.3448 0.086
```
Forces are in eV/Å.

As for the total charge: +1. Its energy above the lowest of the compared OMol25 structures with the same formula, charge and spin is 6.29 kcal/mol. The value obtained for the HOMO energy is -11.52 eV.